This record from the OMol25 dataset describes a single C3H2ClNO molecule in a non-equilibrium geometry. The level of theory is the ωB97M-V functional and the def2-TZVPD basis.

Geometry (Å):
C  -1.68  0.37  0.06
N  -0.55  -0.33  -0.08
C  0.87  0.02  -0.16
Cl  1.32  1.70  0.04
C  1.70  -1.02  -0.05
O  2.38  -1.96  0.04
H  -2.54  -0.22  0.19
H  -1.52  1.43  -0.05

Calculated values
Frontier orbital gap, hartree: 0.325
E_HOMO, eV: -8.956
E_LUMO, hartree: -0.0043
Energy relative to the best compared isomer or geometry (same formula, charge and spin), eV: 2.040
Energy, Ha: -705.6091
SMILES: C=NC(Cl)=C=O